The molecule C4H8N2 at a distorted geometry. Source: the OMol25 dataset; level of theory: wB97M-V/def2-TZVPD.

The highest occupied orbital energy is -9.63 eV.

CARTESIAN COORDINATES (ANGSTROEM)
N -0.261 -0.635 -0.384
N 1.832 -0.169 -0.644
C 2.565 0.754 -0.197
C 0.991 -0.919 0.242
C -2.494 0.240 -0.381
C -1.189 -0.067 0.262
H -1.134 0.096 1.350
H -3.278 -0.381 0.054
H 1.046 -0.570 1.299
H 2.791 0.940 0.860
H 1.215 -1.982 0.091
H -2.760 1.280 -0.198
H -2.440 0.056 -1.451
H 3.116 1.357 -0.903

=====

A structure of composition C10H19O22PS4Zr at a distorted geometry. Source: the OMol25 dataset; level of theory: wB97M-V/def2-TZVPD.

The highest occupied orbital energy is -8.35 eV.

CARTESIAN COORDINATES (ANGSTROEM)
Zr 15.224 -0.502 9.633
S 17.439 4.138 10.918
S 17.542 -2.995 4.847
S 10.145 -2.147 11.577
S 13.493 2.314 14.267
P 13.641 1.097 7.249
O 17.406 4.703 12.499
O 16.915 -2.782 6.136
O 11.954 2.024 14.708
O 16.416 -3.572 3.716
O 17.191 2.648 10.888
O 18.922 -3.466 4.750
O 16.083 5.006 10.578
O 9.245 -1.833 12.899
O 13.266 1.889 6.025
O 9.338 -2.018 10.365
O 13.886 1.585 13.023
O 17.564 -2.422 11.014
O 11.532 -1.719 11.612
O 13.460 -0.437 7.562
O 13.665 1.434 8.752
O 15.836 -3.526 10.897
O 14.347 2.093 15.444
O 15.184 0.923 7.352
O 10.226 -3.734 12.095
O 13.033 3.917 14.003
O 18.470 4.791 10.111
O 17.698 -1.676 3.961
C 16.754 -3.211 2.431
C 16.034 6.255 11.255
C 17.828 -2.123 2.586
C 17.079 -3.546 11.192
C 11.140 3.148 14.788
C 9.638 -2.617 14.011
C 16.852 6.075 12.592
C 9.844 -4.013 13.380
C 17.904 -4.687 11.813
C 11.680 4.081 13.724
H 17.002 -4.117 1.879
H 11.424 3.877 12.684
H 16.352 6.972 10.498
H 8.903 -2.429 14.794
H 17.368 -5.617 11.623
H 10.078 2.916 14.704
H 18.843 -2.487 2.425
H 15.875 -2.747 1.983
H 17.674 -1.301 1.887
H 10.509 -2.137 14.456
H 11.323 5.039 14.100
H 14.983 6.470 11.448
H 18.801 -4.733 11.195
H 8.849 -4.455 13.412
H 16.224 6.100 13.483
H 18.131 -4.482 12.860
H 17.746 6.699 12.588
H 10.598 -4.689 13.785
H 11.079 3.500 15.818

=====

A structure of composition C39H64AgN6O2. Source: the OMol25 dataset; level of theory: wB97M-V/def2-TZVPD.

The highest occupied orbital energy is -3.49 eV. The charge is -1.

CARTESIAN COORDINATES (ANGSTROEM)
Ag -1.602 -0.859 0.919
O -2.918 0.991 0.697
O 0.565 -1.638 1.112
N -2.581 -2.121 2.924
N -0.866 0.448 2.948
N -3.481 -2.777 -0.626
N -3.729 -4.029 -0.710
N -2.546 -4.665 -0.788
N -2.144 -2.553 -0.663
C 4.848 2.072 1.351
C -0.032 3.783 -0.404
C -1.587 -3.731 -0.765
C -2.041 1.884 0.336
C 5.117 2.835 0.049
C -3.339 -5.762 -3.406
C -2.943 2.786 -3.318
C 2.574 1.186 2.170
C -3.053 2.010 -2.003
C 4.728 3.094 2.483
C 3.495 0.276 0.188
C -2.377 -3.552 2.851
C 2.403 -3.049 -0.648
C 2.372 -1.590 -1.125
C 0.397 6.042 -1.426
C 3.600 1.198 1.233
C -1.046 2.330 1.249
C 3.520 -1.400 -2.120
C -2.838 0.523 -2.308
C -2.019 2.454 -0.973
C 1.529 0.276 2.111
C 6.060 1.175 1.649
C 1.063 -1.319 -1.881
C -1.019 3.356 -1.295
C -0.866 -6.006 -3.014
C 2.467 -0.643 0.068
C 1.469 -0.709 1.090
C 1.042 4.764 -0.871
C 0.546 0.185 3.245
C -2.472 -6.087 -1.059
C 1.883 4.108 -1.975
C -1.137 1.872 2.678
C 1.975 5.168 0.270
C -1.863 -1.563 4.063
C -2.260 -6.398 -2.538
C -1.706 -0.047 4.030
C -4.474 2.220 -1.463
C -3.992 -1.779 2.930
C -0.084 3.255 0.878
H -3.016 3.863 -3.156
H -0.087 -6.404 -2.362
H -4.483 -2.263 2.087
H -3.205 -6.053 -4.448
H 2.477 4.301 0.699
H 5.908 0.624 2.578
H -1.865 0.367 -2.781
H -0.883 -2.039 4.090
H 0.967 -1.999 -2.735
H 5.638 3.698 2.533
H -3.289 -4.674 -3.357
H 3.884 3.766 2.328
H -2.937 -3.957 2.007
H 4.286 3.496 -0.196
H 6.971 1.773 1.743
H 2.741 5.856 -0.100
H 2.581 1.883 3.001
H 5.258 2.154 -0.791
H -2.715 -4.074 3.764
H 4.270 0.282 -0.569
H -1.318 0.270 5.018
H 6.022 3.441 0.143
H -4.664 3.284 -1.303
H 1.164 6.754 -1.743
H 2.685 4.775 -2.306
H -2.008 2.579 -3.843
H 2.326 3.179 -1.614
H -4.339 -6.061 -3.091
H 4.492 -1.595 -1.662
H -0.529 -3.918 -0.795
H 1.426 5.669 1.069
H -0.753 -4.921 -3.056
H -0.223 6.517 -0.664
H 3.375 -3.285 -0.209
H -3.617 0.149 -2.981
H -4.606 1.697 -0.519
H -2.354 -7.488 -2.608
H -1.661 -6.501 -0.456
H -0.470 2.490 3.302
H -2.873 -0.060 -1.391
H 0.204 -1.447 -1.225
H -3.763 2.486 -3.975
H -0.996 3.761 -2.300
H -1.317 -3.757 2.699
H -0.688 -6.386 -4.020
H 0.870 0.861 4.059
H 0.649 3.537 1.623
H -5.201 1.852 -2.192
H 1.633 -3.211 0.105
H 3.531 -0.392 -2.537
H 1.265 3.865 -2.840
H -4.488 -2.098 3.864
H -2.381 -1.833 5.005
H -3.413 -6.508 -0.706
H 2.243 -3.723 -1.496
H -2.692 0.405 3.922
H 1.047 -0.295 -2.258
H 0.605 -0.837 3.627
H 4.598 2.605 3.450
H -4.119 -0.707 2.799
H 6.210 0.447 0.851
H 3.394 -2.103 -2.947
H -0.239 5.827 -2.285
H -2.164 2.062 3.004

=====

A structure of composition C2H2F2LiMgO at a distorted geometry. Source: the OMol25 dataset; level of theory: wB97M-V/def2-TZVPD.

The highest occupied orbital energy (alpha / beta) is -18.92 / -19.45 eV. Its spin multiplicity is 2. The charge is +2.

CARTESIAN COORDINATES (ANGSTROEM)
Mg 1.775 1.474 0.349
F -1.491 1.425 -0.473
F 3.132 0.281 0.042
O 0.426 -0.013 0.054
C -0.708 -0.280 -0.485
C -1.907 0.097 0.071
Li 2.552 -1.387 -0.185
H -1.310 -1.376 -0.319
H -2.468 -0.220 0.946

=====

A cluster of 2 separate species, C10H17N3O3P in total at a distorted geometry. Source: the OMol25 dataset; level of theory: wB97M-V/def2-TZVPD.

The highest occupied orbital energy is -10.92 eV. The charge is +1.

CARTESIAN COORDINATES (ANGSTROEM)
P 1.063 -0.321 4.173
O 2.752 -0.897 1.600
O 0.770 -2.013 4.093
O 4.563 -1.093 2.917
N -0.153 0.681 -2.063
N 2.813 -0.058 4.000
N -2.163 0.193 -2.670
C 1.032 0.850 -1.224
C -3.660 -1.742 -2.957
C 3.402 -0.712 2.827
C -1.322 0.203 -1.635
C -3.555 -0.266 -2.615
C -0.248 0.982 -3.404
C 0.093 0.361 2.714
C -1.515 0.676 -3.787
C 3.111 1.362 4.017
C 3.474 2.501 3.745
H -4.698 -2.074 -2.909
H 0.323 -0.114 1.712
H 0.608 1.379 -3.922
H -3.283 -1.936 -3.965
H 1.321 -0.118 -0.815
H 1.312 -2.442 4.787
H -3.940 -0.078 -1.611
H 0.799 1.541 -0.413
H -4.144 0.332 -3.313
H -1.008 0.129 2.928
H 3.935 3.444 3.337
H 0.167 1.486 2.651
H 2.958 -1.780 1.229
H -2.043 0.737 -4.722
H -1.547 -0.120 -0.629
H -3.071 -2.344 -2.262
H 1.854 1.252 -1.815

=====

A cluster of 2 separate species, C3H10S2 in total at a distorted geometry. Source: the OMol25 dataset; level of theory: wB97M-V/def2-TZVPD.

The highest occupied orbital energy is -8.52 eV.

CARTESIAN COORDINATES (ANGSTROEM)
S -1.756 0.074 0.664
S 3.505 0.348 0.211
C 2.369 -0.660 1.249
C -0.604 1.041 -0.292
C -2.906 -0.411 -0.675
H -0.106 1.752 0.371
H 1.481 -0.972 0.710
H -0.914 1.558 -1.201
H -3.023 0.465 -1.277
H 2.883 -1.607 1.338
H -2.330 -1.059 -1.347
H 2.883 0.162 -0.957
H -3.708 -0.992 -0.268
H 0.217 0.400 -0.625
H 2.009 -0.100 2.100

=====

What did the second record say?
A structure of composition C10H19O22PS4Zr at a distorted geometry. Source: the OMol25 dataset; level of theory: wB97M-V/def2-TZVPD.

The highest occupied orbital energy is -8.35 eV.

CARTESIAN COORDINATES (ANGSTROEM)
Zr 15.224 -0.502 9.633
S 17.439 4.138 10.918
S 17.542 -2.995 4.847
S 10.145 -2.147 11.577
S 13.493 2.314 14.267
P 13.641 1.097 7.249
O 17.406 4.703 12.499
O 16.915 -2.782 6.136
O 11.954 2.024 14.708
O 16.416 -3.572 3.716
O 17.191 2.648 10.888
O 18.922 -3.466 4.750
O 16.083 5.006 10.578
O 9.245 -1.833 12.899
O 13.266 1.889 6.025
O 9.338 -2.018 10.365
O 13.886 1.585 13.023
O 17.564 -2.422 11.014
O 11.532 -1.719 11.612
O 13.460 -0.437 7.562
O 13.665 1.434 8.752
O 15.836 -3.526 10.897
O 14.347 2.093 15.444
O 15.184 0.923 7.352
O 10.226 -3.734 12.095
O 13.033 3.917 14.003
O 18.470 4.791 10.111
O 17.698 -1.676 3.961
C 16.754 -3.211 2.431
C 16.034 6.255 11.255
C 17.828 -2.123 2.586
C 17.079 -3.546 11.192
C 11.140 3.148 14.788
C 9.638 -2.617 14.011
C 16.852 6.075 12.592
C 9.844 -4.013 13.380
C 17.904 -4.687 11.813
C 11.680 4.081 13.724
H 17.002 -4.117 1.879
H 11.424 3.877 12.684
H 16.352 6.972 10.498
H 8.903 -2.429 14.794
H 17.368 -5.617 11.623
H 10.078 2.916 14.704
H 18.843 -2.487 2.425
H 15.875 -2.747 1.983
H 17.674 -1.301 1.887
H 10.509 -2.137 14.456
H 11.323 5.039 14.100
H 14.983 6.470 11.448
H 18.801 -4.733 11.195
H 8.849 -4.455 13.412
H 16.224 6.100 13.483
H 18.131 -4.482 12.860
H 17.746 6.699 12.588
H 10.598 -4.689 13.785
H 11.079 3.500 15.818

=====

Number 6 is which compound? C3H10S2